{
  "formula": "C51H103CuF15N10O19P",
  "method": "ωB97M-V/def2-TZVPD",
  "elements": ["Cu", "P", "F", "F", "F", "F", "F", "F", "C", "C", "O", "C", "O", "C", "F", "F", "F", "H", "H", "H", "H", "H", "C", "C", "O", "C", "O", "C", "F", "F", "F", "H", "H", "H", "H", "H", "C", "C", "O", "C", "O", "C", "F", "F", "F", "H", "H", "H", "H", "H", "C", "O", "N", "C", "C", "H", "H", "H", "H", "H", "H", "H", "C", "O", "N", "C", "C", "H", "H", "H", "H", "H", "H", "H", "C", "O", "N", "C", "C", "H", "H", "H", "H", "H", "H", "H", "C", "O", "N", "C", "C", "H", "H", "H", "H", "H", "H", "H", "C", "O", "N", "C", "C", "H", "H", "H", "H", "H", "H", "H", "C", "O", "N", "C", "C", "H", "H", "H", "H", "H", "H", "H", "C", "O", "N", "C", "C", "H", "H", "H", "H", "H", "H", "H", "C", "O", "N", "C", "C", "H", "H", "H", "H", "H", "H", "H", "C", "O", "N", "C", "C", "H", "H", "H", "H", "H", "H", "H", "C", "O", "N", "C", "C", "H", "H", "H", "H", "H", "H", "H", "C", "C", "O", "C", "H", "H", "H", "H", "H", "H", "C", "C", "O", "C", "H", "H", "H", "H", "H", "H", "C", "C", "O", "C", "H", "H", "H", "H", "H", "H"],
  "coordinates": [[-2.39192, 1.99906, -0.60465], [0.79027, -1.44036, 0.58355], [1.16562, -2.09126, 1.99732], [0.45769, -0.03930, 1.29547], [2.27657, -0.89187, 0.31367], [0.39966, -0.89700, -0.89905], [1.12729, -2.92044, -0.12801], [-0.75041, -1.88636, 0.84500], [4.25708, 0.17446, 3.19706], [4.54809, 0.63616, 1.80585], [5.29056, 1.93324, 1.92653], [5.60602, 2.62770, 0.84463], [5.63372, 2.22981, -0.30452], [6.00040, 4.06514, 1.16270], [4.89815, 4.81390, 0.84185], [6.27182, 4.32075, 2.45392], [7.06811, 4.45385, 0.45671], [3.78832, -0.75311, 3.17428], [3.64806, 0.87149, 3.70968], [5.23291, 0.14692, 3.73550], [3.69799, 0.74927, 1.11383], [5.20598, -0.06073, 1.27495], [-3.84494, -4.57754, -7.80969], [-3.87694, -5.81595, -6.88741], [-4.42966, -5.35305, -5.68159], [-3.84799, -5.86908, -4.59572], [-2.96910, -6.61615, -4.48605], [-4.65216, -5.42717, -3.32316], [-3.90963, -5.49871, -2.20206], [-5.06903, -4.14591, -3.42804], [-5.65863, -6.31353, -3.15057], [-3.28140, -4.79067, -8.69095], [-3.34997, -3.89397, -7.17243], [-4.85156, -4.16964, -8.02280], [-2.95235, -6.37767, -6.70608], [-4.54500, -6.60100, -7.36121], [5.04462, 0.34885, 7.07603], [4.44631, 0.42084, 8.47738], [3.42553, 1.45469, 8.47046], [2.29556, 1.13444, 7.90792], [2.01654, -0.02078, 7.56270], [1.18531, 2.28649, 7.67710], [-0.04004, 1.80548, 7.78331], [1.32093, 3.23173, 8.61939], [1.33662, 2.81235, 6.43258], [5.66735, 1.21148, 6.86950], [4.29206, 0.12018, 6.35567], [5.71133, -0.58834, 7.13158], [5.22853, 0.83816, 9.11965], [4.02584, -0.49653, 8.91792], [-4.12507, 1.38097, 2.06872], [-3.23036, 1.37859, 1.17273], [-4.28775, 2.36881, 2.92594], [-5.38585, 2.30646, 3.88065], [-3.45493, 3.51683, 2.89122], [-4.84761, 0.55982, 2.14795], [-5.92124, 1.32809, 3.87059], [-6.17957, 3.06853, 3.73144], [-4.91191, 2.36848, 4.83738], [-4.00020, 4.35259, 2.48955], [-3.11420, 3.66004, 3.96404], [-2.51066, 3.44501, 2.28953], [1.87357, -0.19998, -4.52309], [1.85342, 0.91987, -5.01730], [2.70154, -0.69386, -3.67437], [2.60170, -2.09183, -3.23036], [3.73761, 0.14002, -3.03558], [1.18805, -0.98591, -4.88745], [3.40987, -2.67329, -3.67406], [1.61236, -2.52627, -3.56119], [2.68548, -2.11655, -2.14928], [3.50472, 0.33838, -1.97308], [4.74420, -0.32769, -2.99646], [3.73869, 1.09112, -3.56824], [-3.46785, -2.30550, 2.15760], [-4.41062, -1.94521, 1.52012], [-3.11344, -3.57884, 2.34114], [-1.79707, -4.02125, 2.86255], [-3.96099, -4.65631, 1.85609], [-2.74025, -1.58503, 2.62664], [-0.99951, -4.27933, 2.11855], [-1.90281, -4.90241, 3.55708], [-1.32296, -3.19992, 3.42273], [-4.73685, -4.17406, 1.21410], [-3.41229, -5.36901, 1.24389], [-4.41273, -5.17635, 2.72988], [-0.05983, 4.02643, -0.95281], [-1.08608, 3.54495, -0.46231], [0.98846, 3.37971, -1.52555], [1.11358, 1.95234, -1.74707], [1.85730, 4.17252, -2.39043], [0.15575, 5.05512, -0.98457], [1.44121, 1.72052, -2.78611], [0.26725, 1.36690, -1.54959], [1.85156, 1.51695, -1.12261], [1.85670, 5.22414, -2.11487], [2.87901, 3.81188, -2.35361], [1.50066, 4.07621, -3.44215], [6.11704, -3.55048, 1.47204], [5.83751, -2.36794, 1.70701], [5.25363, -4.50370, 1.23901], [5.65927, -5.87733, 1.07473], [3.88289, -4.12441, 0.87356], [7.12855, -3.96497, 1.50751], [5.57191, -6.23089, 0.09327], [5.14242, -6.57976, 1.71282], [6.75299, -5.88324, 1.21498], [3.19262, -4.27726, 1.73657], [3.80781, -3.04595, 0.63101], [3.47102, -4.76409, 0.01057], [-1.18255, -3.13248, -5.25565], [-0.75276, -3.85858, -6.09885], [-1.16436, -3.22087, -3.91277], [-1.64390, -2.14051, -3.10394], [-0.59811, -4.33235, -3.23262], [-1.69093, -2.21511, -5.60099], [-2.31388, -2.50973, -2.32804], [-2.12026, -1.42901, -3.72413], [-0.78873, -1.59097, -2.62173], [-1.28625, -4.82341, -2.53915], [-0.26524, -5.07850, -3.96546], [0.20755, -3.96221, -2.57086], [-1.81343, 1.32106, 4.96469], [-2.63492, 1.87623, 5.65062], [-1.28968, 0.09060, 5.11151], [-0.21382, -0.33229, 4.24581], [-1.63444, -0.79750, 6.20359], [-1.49571, 1.78372, 4.07550], [-0.45666, -1.30399, 3.80932], [0.59723, -0.49579, 4.85120], [-0.05304, 0.31569, 3.43785], [-0.81644, -0.87211, 6.90908], [-2.45626, -0.34616, 6.75068], [-2.00413, -1.78310, 5.81179], [-6.45947, 3.23853, -2.71194], [-7.52615, 2.67806, -2.78148], [-5.87304, 3.67143, -1.59491], [-4.58371, 4.27896, -1.67741], [-6.49699, 3.40090, -0.34800], [-5.87320, 3.40277, -3.63593], [-3.75897, 3.52396, -1.65355], [-4.43359, 5.00147, -0.92616], [-4.52217, 4.88584, -2.53122], [-7.58804, 3.55295, -0.47299], [-6.41882, 2.39947, 0.13524], [-6.20180, 4.15824, 0.37992], [-4.43220, -0.11967, -1.37881], [-3.60991, 0.61726, -1.82353], [-5.36356, -0.78570, -2.07950], [-5.39081, -0.60005, -3.55729], [-6.42810, -1.57055, -1.49241], [-4.35399, -0.42243, -0.33771], [-5.65002, -1.57379, -3.94366], [-4.46349, -0.16607, -3.94194], [-6.18305, 0.11860, -3.78832], [-7.36869, -1.07142, -1.57792], [-6.49363, -2.55916, -2.00828], [-6.23128, -1.62473, -0.47737], [3.58892, 5.02739, -5.73828], [2.40896, 4.78407, -6.02315], [4.64701, 4.14467, -5.88322], [5.97842, 4.43754, -5.39128], [4.34232, 2.73398, -6.26093], [3.86221, 5.95270, -5.31396], [6.12488, 5.45867, -5.03662], [6.71968, 4.34105, -6.24717], [6.34298, 3.67966, -4.69682], [4.54257, 2.09557, -5.40820], [3.23042, 2.70363, -6.40046], [4.80390, 2.49677, -7.21140], [-1.36919, 1.73524, -4.90259], [-1.14145, 3.20405, -4.72144], [-1.21077, 3.63332, -3.60446], [-0.90082, 4.08167, -5.87676], [-0.51084, 1.26181, -4.37603], [-1.33326, 1.36963, -5.87840], [-2.28115, 1.46265, -4.38622], [0.10769, 3.86215, -6.19246], [-0.85814, 5.14037, -5.55410], [-1.57366, 3.86869, -6.68421], [1.79050, 6.09488, 2.75231], [1.15913, 4.78782, 2.42321], [0.17463, 4.66454, 1.74083], [1.97756, 3.55979, 2.79307], [2.00103, 6.19096, 3.78640], [1.33858, 6.87784, 2.27311], [2.78989, 6.03523, 2.26659], [2.56099, 3.71540, 3.72417], [2.72035, 3.45318, 1.97727], [1.28541, 2.72737, 2.75998], [2.44594, -4.03635, 4.08304], [1.23129, -4.25469, 5.06403], [0.41955, -5.10223, 4.82944], [1.26186, -3.39821, 6.29587], [3.39023, -3.68188, 4.47548], [2.19880, -3.45527, 3.22882], [2.59913, -5.10798, 3.72636], [2.20699, -3.28119, 6.75402], [0.53116, -3.73295, 7.01992], [1.04386, -2.37205, 6.02126]],
  "atomic_forces_ev_per_a": [[0.2, -0.1, -0.2], [-1.0, -1.0, -1.0], [0.7, 0.1, 0.4], [-0.1, 0.5, -0.2], [0.7, -0.6, 0.2], [-0.3, 0.2, 0.3], [0.0, 1.1, 0.5], [0.1, -0.1, -0.5], [2.1, 1.4, 0.0], [0.8, 0.1, -1.5], [-0.7, 0.4, -0.2], [0.3, -2.1, -0.9], [-0.3, 0.6, 1.2], [-0.2, 0.8, 0.5], [0.9, 0.0, -0.1], [-0.2, -0.3, -0.4], [-0.7, 0.0, 0.0], [-0.7, -1.8, 0.0], [-0.8, 0.8, 0.5], [-0.7, -0.4, -0.3], [0.1, 0.4, 0.7], [0.1, 0.1, 0.3], [-0.5, -1.1, 1.1], [-1.0, -1.1, -2.9], [0.1, -0.5, 1.4], [-3.2, 2.1, 1.0], [2.6, -2.0, -0.1], [0.7, 0.0, 0.2], [-0.1, 0.1, -0.6], [-0.5, -0.8, 0.1], [-0.1, 1.0, -0.2], [0.3, 0.1, -0.6], [0.8, 1.3, 0.0], [0.5, -0.5, 0.0], [0.1, 0.9, -0.2], [0.3, 0.8, 0.8], [1.2, -2.6, 1.5], [0.5, 0.7, -0.1], [-0.4, 1.2, 0.2], [-1.8, -2.8, -1.0], [0.2, 2.4, 0.4], [1.4, -0.4, 0.4], [0.2, -0.3, -0.2], [0.1, 0.1, -0.6], [0.0, -0.2, 1.0], [-0.2, 0.1, -0.2], [-0.4, 0.2, -0.7], [-0.7, 1.4, -0.4], [-0.4, -0.2, 0.2], [0.2, 0.3, -0.5], [1.4, 0.0, -2.1], [-1.4, -0.3, 1.4], [-1.1, -1.3, -0.7], [-0.6, -0.5, 0.0], [2.1, 0.8, 1.4], [0.2, -0.1, 0.0], [0.7, 0.6, -0.4], [0.8, -0.1, 0.0], [-0.1, 0.4, 0.9], [-0.3, 0.6, 0.1], [-0.5, 0.4, -1.2], [-1.1, -0.6, 0.3], [-1.7, 0.2, -2.7], [0.1, 0.5, 0.3], [2.6, -1.1, 2.9], [-0.8, 0.2, -0.6], [0.0, -0.1, 0.5], [-0.3, 0.1, 0.0], [0.0, -0.1, 0.0], [1.1, 0.5, 0.4], [-0.2, -0.1, 0.2], [-0.2, -0.2, -0.5], [-0.7, 0.1, -0.6], [0.2, -0.1, 0.1], [2.7, 0.1, 1.0], [-2.2, 1.0, -1.0], [1.4, -1.8, 0.2], [0.4, 0.1, 0.7], [-1.0, 0.6, -0.1], [-0.4, -0.4, -0.2], [-1.2, 0.1, 0.0], [-0.1, 1.0, -0.7], [-0.4, -0.2, 0.0], [0.4, -0.6, 0.6], [0.2, 0.0, 0.1], [0.1, 0.2, -0.7], [0.4, -2.5, -0.7], [0.2, -0.1, -0.4], [-0.6, 0.3, 0.0], [0.7, 0.2, -1.2], [-0.3, -0.1, -0.8], [-0.3, 1.7, 0.3], [-0.4, 0.6, 0.5], [-1.7, -0.3, 0.3], [1.0, -0.1, 0.9], [-0.1, 0.0, 0.1], [0.2, -0.2, 0.2], [0.3, 0.1, 0.6], [0.7, 2.0, 1.2], [0.5, -1.0, -0.5], [-2.4, -0.9, -1.3], [1.5, 0.6, 0.7], [-1.4, -0.6, -0.1], [0.5, 0.4, 0.1], [-0.7, -0.3, -1.8], [0.0, 0.0, 0.5], [-0.4, -0.4, 0.5], [0.6, 0.0, -0.8], [0.3, -0.7, 0.0], [0.9, 1.0, 1.2], [-1.1, 2.0, 0.4], [1.0, -2.0, -0.8], [-0.4, -0.3, -0.5], [1.3, 0.4, 1.1], [0.9, -0.7, 0.7], [-0.1, 0.3, 0.3], [-0.1, 0.1, 0.0], [-0.8, 0.7, -0.6], [-0.8, -0.7, -0.2], [-0.4, 0.1, -0.2], [0.1, 0.3, 0.3], [0.0, -0.4, -0.4], [-0.2, -1.1, 0.2], [-1.0, 0.3, 1.2], [-0.3, 0.2, 0.0], [-2.3, -1.4, -0.1], [-0.9, 0.0, -0.3], [1.0, 0.8, -1.6], [-0.1, 0.0, -0.1], [2.6, -0.1, 1.2], [0.3, 1.1, -0.8], [0.4, -0.4, 0.0], [-0.2, 0.1, 0.0], [0.7, 0.7, 0.4], [0.2, -0.2, -1.2], [-0.8, -0.5, 0.2], [0.2, -0.3, 0.1], [0.9, -1.4, 0.3], [-1.8, 0.3, 1.4], [0.1, 0.3, 0.2], [-0.4, 0.7, -0.1], [0.1, 0.5, 1.5], [0.2, 0.3, -1.7], [0.5, -0.2, 0.0], [0.5, 0.4, -0.7], [0.3, -0.1, 0.0], [-2.0, -3.1, 1.8], [2.6, 3.0, -1.8], [0.7, 0.9, -1.6], [-0.6, 0.5, 1.2], [0.4, -0.4, -1.9], [-0.5, 0.0, 0.6], [0.2, -0.1, -0.6], [0.0, -0.5, 0.3], [-0.1, -0.1, -0.2], [-0.8, 0.4, -0.4], [0.1, 0.6, 0.7], [0.5, -0.7, 2.1], [-0.8, -2.6, -0.8], [1.6, 0.3, 0.3], [-1.3, 0.1, 0.3], [1.3, -0.4, -1.9], [-1.7, 1.7, 0.2], [0.6, 1.5, 0.5], [-0.5, -0.2, 0.3], [-0.8, 0.2, 0.7], [-0.4, 0.2, 0.5], [0.5, -0.3, -0.2], [1.0, -0.1, 0.1], [0.4, -0.4, 0.1], [1.1, -0.2, 1.6], [-0.9, -0.6, -0.4], [0.1, 0.8, 1.6], [0.8, 1.0, 0.4], [-0.6, 0.1, -0.2], [-0.1, -0.4, -1.7], [-0.2, -0.1, 0.1], [0.5, -0.2, -0.5], [-0.4, -0.6, -0.3], [-0.4, 0.1, -0.5], [2.1, -1.9, -0.7], [0.8, -0.6, -0.2], [-0.5, 0.3, 0.2], [0.3, 0.7, -0.1], [-0.1, 0.4, 1.1], [-1.6, 2.1, -0.6], [-0.3, -0.1, 0.3], [-0.5, -0.4, -0.4], [-0.3, -0.1, 0.3], [0.3, -0.4, 0.3], [-0.7, -2.9, 0.5], [2.5, 1.0, -0.4], [-0.6, -0.2, 0.0], [-1.4, 0.1, -0.2], [-0.1, 0.2, 0.5], [-0.5, 0.6, -0.5], [0.1, 1.3, 0.2], [1.3, -0.4, 0.3], [-0.2, 0.0, 0.2], [-0.4, 0.3, -0.2]],
  "spin_multiplicity": 1,
  "molar_mass_g_mol": 1539.93,
  "total_charge": 0,
  "e_tot_ha": -7462.26702
}